#P
Computed, not measured: CH4O in the gas phase, with wB97M-V/def2-TZVPD.

```
! RIJCOSX wB97M-V def2-TZVPD def2/J DEFGRID3
* xyz 0 1
C 0.453 0.271 0.338
H 1.357 0.392 -0.196
H 0.634 -0.258 1.255
H 0.247 1.281 0.632
H -1.205 -0.239 -0.027
O -0.469 -0.350 -0.462
*
```

## Properties
- Gap between HOMO and LUMO: 0.427 hartree
- LUMO level: 1.067 eV
- Structure (SMILES): CO

#Q
Computed, not measured: CH4O in the gas phase, with wB97M-V/def2-TZVPD.

```
! RIJCOSX wB97M-V def2-TZVPD def2/J DEFGRID3
* xyz 0 1
C 0.448 -0.014 0.015
H 0.755 -0.841 -0.781
H 0.891 -0.457 0.931
H 0.593 1.088 -0.358
H -1.690 0.410 0.248
O -0.997 -0.187 -0.054
*
```

## Properties
- Gap between HOMO and LUMO: 0.417 hartree
- LUMO level: 1.058 eV
- Structure (SMILES): CO

Quick ranking, most stable first: #P, #Q.

#P
Computed, not measured: CH4O in the gas phase, with wB97M-V/def2-TZVPD.

```
! RIJCOSX wB97M-V def2-TZVPD def2/J DEFGRID3
* xyz 0 1
C -0.022 0.553 -0.367
O 0.116 -0.606 0.426
H 0.481 0.470 -1.322
H -1.061 0.885 -0.457
H 0.334 1.434 0.290
H -0.551 -1.258 0.281
*
```

## Properties
- Gap between HOMO and LUMO: 0.428 hartree
- LUMO level: 1.048 eV
- Structure (SMILES): CO

#Q
Computed, not measured: CH4O in the gas phase, with wB97M-V/def2-TZVPD.

```
! RIJCOSX wB97M-V def2-TZVPD def2/J DEFGRID3
* xyz 0 1
C -0.445 -0.336 -0.305
H -1.154 -0.848 0.317
H -0.018 -1.036 -0.935
H -0.942 0.436 -1.025
H 1.246 0.474 0.003
O 0.442 0.374 0.433
*
```

## Properties
- Gap between HOMO and LUMO: 0.413 hartree
- LUMO level: 1.039 eV
- Structure (SMILES): CO

Quick ranking, most stable first: #P, #Q.

#P
Computed, not measured: C5H4S in the gas phase, with wB97M-V/def2-TZVPD.

```
! RIJCOSX wB97M-V def2-TZVPD def2/J DEFGRID3
* xyz 0 1
C -0.025 0.030 -0.447
C 0.040 1.261 0.527
C 0.698 0.786 1.586
C 0.992 -0.615 1.501
C 0.810 -1.126 0.264
H -0.324 2.171 0.506
H 1.096 1.205 2.313
H 1.344 -1.100 2.471
H 0.771 -2.115 -0.210
S -1.124 -0.136 -1.604
*
```

## Properties
- Gap between HOMO and LUMO: 0.278 hartree
- LUMO level: -1.195 eV
- Structure (SMILES): S=C1C=CC=C1

#Q
Computed, not measured: C5H4S in the gas phase, with wB97M-V/def2-TZVPD.

```
! RIJCOSX wB97M-V def2-TZVPD def2/J DEFGRID3
* xyz 0 1
C 0.998 -1.232 -0.036
C -0.323 -1.209 -0.035
C -1.016 0.069 0.102
C -0.193 1.268 0.087
C 0.367 2.336 -0.066
H 1.393 -2.174 -0.027
H 1.539 -0.323 0.146
H -0.957 -2.138 -0.038
H 0.878 3.250 -0.111
S -2.685 0.152 -0.022
*
```

## Properties
- Gap between HOMO and LUMO: 0.282 hartree
- LUMO level: -1.251 eV
- Structure (SMILES): C#CC(=S)C=C

Quick ranking, most stable first: #P, #Q.